{"formula": "C6H10Cl2", "method": "ωB97M-V/def2-TZVPD", "total_energy_ev": -31428.8454, "homo_lumo_gap_ev": 10.228, "e_homo_ev": -9.4, "lumo_energy_ev": 0.8296, "relative_energy_kcal_mol": 4.5, "elements": ["C", "C", "C", "C", "C", "C", "H", "H", "H", "H", "H", "H", "H", "H", "H", "H", "Cl", "Cl"], "xyz": [[0.87415, 1.40779, 1.01179], [0.35729, 0.08629, 0.53850], [0.78321, -1.04218, 1.46200], [-0.33625, -0.06924, -0.57918], [-0.77609, -1.41821, -1.03610], [-0.84387, 1.04893, -1.47388], [1.94350, 1.40573, 1.19182], [0.63929, 2.21359, 0.37696], [0.37244, 1.59024, 1.97156], [1.73115, -0.88254, 1.97872], [0.76551, -2.01449, 1.02086], [-0.29630, -1.63578, -1.98252], [-1.85072, -1.44274, -1.22580], [-0.54427, -2.21941, -0.35954], [-1.78663, 0.77101, -1.92730], [-0.95277, 2.02179, -0.98588], [-0.36018, -1.09236, 2.87251], [0.28056, 1.27158, -2.85452]]}

***

{"formula": "C6H10Cl3OP", "method": "ωB97M-V/def2-TZVPD", "total_energy_ev": -55288.7598, "homo_lumo_gap_ev": 9.781, "e_homo_ev": -9.3, "lumo_energy_ev": 0.5189, "relative_energy_kcal_mol": 13.4, "elements": ["C", "C", "C", "C", "C", "C", "O", "P", "Cl", "Cl", "Cl", "H", "H", "H", "H", "H", "H", "H", "H", "H", "H"], "xyz": [[0.53699, 0.62914, 1.04851], [-0.52759, -0.45820, 1.08479], [1.87520, 0.13934, 0.42755], [-1.66676, 0.04828, 0.25334], [1.66721, -0.14104, -1.03193], [-2.51233, -0.64779, -0.51515], [1.89777, 2.74424, -0.80044], [1.63459, 1.63648, -1.74908], [-2.57483, -2.36627, -0.45451], [-0.19671, 1.90615, -2.55102], [2.83369, 1.66621, -3.33046], [0.22858, 1.56072, 0.43630], [0.73985, 0.91562, 2.07765], [-0.13305, -1.46021, 0.87545], [-1.01387, -0.37850, 2.04865], [2.63392, 1.01466, 0.43255], [2.19514, -0.63161, 0.99342], [-1.73149, 1.13601, 0.30011], [0.70198, -0.66593, -1.42613], [2.48520, -0.66150, -1.62012], [-3.13823, -0.13157, -1.29226]]}

***

{"formula": "C6H10Cl4N2", "method": "ωB97M-V/def2-TZVPD", "total_energy_ev": -59453.1666, "homo_lumo_gap_ev": 11.151, "e_homo_ev": -10.5, "lumo_energy_ev": 0.6153, "elements": ["C", "C", "N", "H", "H", "H", "C", "C", "N", "H", "H", "H", "C", "Cl", "Cl", "H", "H", "C", "Cl", "Cl", "H", "H"], "xyz": [[1.99893, -3.54179, -2.31739], [1.03607, -2.48296, -2.11482], [0.27422, -1.62461, -2.07805], [2.79616, -3.20488, -2.98099], [1.64636, -4.44865, -2.79524], [2.60377, -3.74963, -1.40855], [-2.90962, 0.44931, -1.93249], [-1.75035, 1.23895, -1.59259], [-0.78183, 1.84910, -1.33885], [-3.70612, 0.67819, -1.14539], [-2.70501, -0.60635, -1.84150], [-3.20498, 0.72510, -2.92105], [-0.16528, 2.88026, 3.90396], [1.57749, 2.36576, 3.72175], [-0.28830, 3.93801, 5.33107], [-0.36113, 3.51304, 3.02035], [-0.88097, 1.98384, 3.94556], [0.93619, 0.13183, 0.85028], [2.35437, -0.99540, 0.86990], [-0.56495, -0.54115, 1.53126], [1.28028, 0.96565, 1.46862], [0.81472, 0.47639, -0.17584]]}

***

{"formula": "C6H10ClF", "method": "ωB97M-V/def2-TZVPD", "total_energy_ev": -21616.7601, "homo_lumo_gap_ev": 9.604, "e_homo_ev": -9.3, "lumo_energy_ev": 0.3044, "relative_energy_kcal_mol": 163.7, "elements": ["C", "C", "C", "C", "C", "C", "H", "H", "H", "H", "H", "H", "H", "H", "H", "H", "F", "Cl"], "xyz": [[-2.52414, -0.77775, 0.43160], [-1.71770, -0.59957, -0.79980], [-0.41485, 0.29371, -0.43271], [0.86025, -0.13247, -0.16994], [1.85968, 0.75493, 0.55709], [1.34555, -1.49174, -0.34365], [-3.81386, -0.57094, 0.38617], [-2.14735, -2.24799, 0.70162], [-1.79452, 0.30242, 1.58461], [-1.34750, -1.50775, -1.22290], [-2.21019, -0.15676, -1.78770], [2.74183, 0.87588, -0.13845], [1.21867, 1.82159, 0.88669], [1.98099, 0.25514, 1.58454], [1.95842, -1.62661, -1.15885], [0.59529, -2.26538, -0.58328], [2.02316, -2.02989, 0.68117], [-0.69664, 2.06510, -0.10815]]}

***

{"formula": "C6H10ClN", "method": "ωB97M-V/def2-TZVPD", "total_energy_ev": -20393.7982, "homo_lumo_gap_ev": 9.786, "e_homo_ev": -8.9, "lumo_energy_ev": 0.8699, "relative_energy_kcal_mol": 61.6, "elements": ["C", "C", "C", "C", "C", "C", "H", "H", "H", "H", "H", "H", "H", "H", "H", "H", "N", "Cl"], "xyz": [[1.03899, -1.63444, -0.85015], [0.76235, -0.72199, 0.28969], [1.70155, -0.85617, 1.27843], [-0.42828, 0.16663, 0.24154], [-0.42693, 1.40818, 1.08318], [-0.05796, 1.54353, -0.37104], [0.42582, -2.51470, -1.03415], [0.88668, -1.03904, -1.78840], [2.10337, -2.10022, -0.96627], [2.54977, -1.61798, 1.05228], [1.83874, -0.26488, 2.21613], [0.34324, 1.37975, 1.80965], [-1.40466, 1.73869, 1.47539], [-0.62926, 1.93127, -1.18975], [1.15821, 1.35250, -1.92939], [2.09928, 0.93734, -0.58866], [1.27288, 1.70757, -0.98154], [-1.98939, -0.65825, -0.13035]]}

***

{"formula": "C6H10F3N2O4S2", "method": "ωB97M-V/def2-TZVPD", "total_energy_ev": -47366.6046, "homo_lumo_gap_ev": 7.228, "e_homo_ev": -12.8, "charge": 1, "lumo_energy_ev": -5.6022, "elements": ["O", "S", "O", "C", "N", "N", "C", "S", "H", "H", "H", "H", "H", "C", "C", "O", "C", "O", "C", "F", "F", "F", "H", "H", "H", "H", "H"], "xyz": [[-1.30940, -0.05318, 0.11888], [-1.98879, 1.11090, 0.57658], [-2.09599, 1.40626, 1.96487], [-3.65958, 0.95723, -0.08929], [-4.61314, 1.99383, 0.44390], [-5.42926, 1.54297, 1.53530], [-6.37449, 0.80187, 1.19943], [-7.40010, -0.21230, 0.69748], [-1.47396, 2.18207, -0.08562], [-3.59202, 1.07144, -1.17219], [-3.99320, -0.05818, 0.11450], [-4.07821, 2.78568, 0.81905], [-5.16507, 2.37373, -0.33398], [1.58057, -1.01081, -0.44860], [2.74119, -0.08154, -0.16628], [3.92859, -0.81045, 0.18985], [4.61223, -1.32780, -0.82470], [4.33765, -1.24510, -1.98441], [5.87051, -2.04254, -0.29331], [5.57672, -2.81816, 0.75571], [6.77520, -1.13495, 0.09647], [6.41128, -2.79945, -1.23939], [1.40544, -1.67103, 0.40171], [0.67172, -0.44370, -0.63823], [1.78476, -1.63777, -1.31604], [2.52621, 0.55138, 0.69321], [2.95114, 0.56960, -1.01490]]}

***

{"formula": "C6H10FIO5", "method": "ωB97M-V/def2-TZVPD", "total_energy_ev": -27436.6788, "homo_lumo_gap_ev": 9.104, "e_homo_ev": -9.0, "lumo_energy_ev": 0.1005, "elements": ["C", "C", "C", "C", "C", "C", "O", "O", "O", "O", "O", "F", "I", "H", "H", "H", "H", "H", "H", "H", "H", "H", "H"], "xyz": [[3.10157, -1.89437, 0.16306], [-2.56663, 1.13062, -1.04573], [-1.24066, 0.51019, -0.74984], [-1.04029, 0.31213, 0.74170], [0.02130, -0.74412, 1.13110], [2.95284, -0.86159, -0.66474], [3.58806, -1.85115, 1.43654], [-3.64130, 0.23741, -0.67872], [-0.22887, 1.28282, -1.25414], [-0.74392, 1.54737, 1.33703], [0.97948, -0.47042, 1.85944], [2.47130, -1.25711, -1.85412], [3.02187, 1.24661, -0.40784], [3.05072, -2.91048, -0.21833], [-2.76320, 2.04845, -0.53081], [-2.64296, 1.31869, -2.04984], [-1.31268, -0.38851, -1.43573], [-2.04110, -0.03172, 1.00319], [-0.05020, -1.83689, 0.82124], [-4.43621, 0.76323, -0.71353], [0.29889, 1.48949, -0.45792], [0.06332, 1.46976, 1.76945], [3.15868, -1.11039, 1.79856]]}